(1)
Computed, not measured: C5H8OS as an isolated structure, with ωB97M-V/def2-TZVPD.

Values from the calculation:
Highest occupied orbital energy (eV): -8.0
Orbital gap (eV): 8.47
Energy relative to the best compared isomer or geometry (same formula, charge and spin) (kJ/mol): 165.3
Charge: 0

Element x y z (Å)
H1 1.23 0.76 1.79
H2 0.37 2.30 1.37
H3 1.80 1.82 0.55
C1 0.94 1.47 1.02
S1 -2.09 1.03 0.26
H4 -3.09 -0.45 -1.30
C2 -2.15 -0.39 -0.78
O1 0.46 1.18 -1.29
H5 -0.17 -1.20 1.13
H6 0.43 0.40 -1.89
C3 0.17 0.77 -0.05
H7 0.94 -1.10 -0.19
C4 -1.06 -1.16 -0.78
H8 -0.81 -1.96 -1.46
C5 0.03 -0.73 0.12

(2)
Computed, not measured: an isolated molecule of C5H8OS, with ωB97M-V/def2-TZVPD.

Values from the calculation:
Highest occupied orbital energy (eV): -8.7
Orbital gap (eV): 9.60
Energy relative to the best compared isomer or geometry (same formula, charge and spin) (kJ/mol): 153.4
Charge: 0

Element x y z (Å)
H1 1.64 -0.60 1.53
H2 0.54 1.78 -1.12
H3 -0.01 -1.30 1.94
H4 1.84 -0.35 -1.30
C1 -1.17 0.75 0.12
C2 0.14 0.71 0.86
H5 -1.86 -1.08 -1.12
C3 0.76 -0.47 -1.08
C4 0.18 0.88 -0.63
H6 0.24 -0.76 -1.96
O1 0.57 -1.43 -0.05
H7 0.45 1.47 1.61
C5 0.61 -0.71 1.15
H8 -1.64 1.72 0.05
S1 -2.28 -0.60 0.02

(3)
Computed, not measured: an isolated molecule of C5H8OS, with ωB97M-V/def2-TZVPD.

Values from the calculation:
Spin multiplicity: 3
Highest occupied orbital energy (alpha / beta) (eV): -6.4 / -9.6
Orbital gap (alpha / beta) (eV): 7.34 / 7.78
Energy relative to the best compared isomer or geometry (same formula, charge and spin) (kJ/mol): 36.2
Charge: 0

Element x y z (Å)
H1 -0.06 1.41 1.53
H2 0.65 -3.08 -1.54
C1 0.07 -0.10 0.03
H3 1.65 -1.34 0.01
O1 -2.04 -1.63 -0.18
C2 0.15 -2.32 -1.12
C3 -0.84 0.69 -0.91
C4 0.46 0.49 1.36
H4 -0.57 0.47 -1.91
S1 -1.49 -2.62 -1.11
H5 1.56 0.53 1.39
C5 0.73 -1.18 -0.41
H6 -0.84 1.81 -0.71
H7 0.30 -0.24 2.17
H8 -1.94 0.44 -0.80

(4)
Computed, not measured: an isolated molecule of C5H8OS2, with ωB97M-V/def2-TZVPD.

Values from the calculation:
Highest occupied orbital energy (eV): -9.0
Orbital gap (eV): 9.71
Energy relative to the best compared isomer or geometry (same formula, charge and spin) (kJ/mol): 420.9
Charge: 0

Element x y z (Å)
C1 -0.79 0.52 -0.13
H1 -0.32 0.36 2.58
H2 0.98 1.68 -3.02
C2 1.05 -0.17 0.87
C3 -0.41 0.51 -1.54
S1 0.01 2.11 -2.23
S2 0.10 -2.06 -0.84
O1 -1.41 -0.19 0.90
H3 -0.31 -1.41 2.13
C4 0.41 -0.30 -0.52
H4 1.48 0.88 1.04
H5 -1.00 -2.09 -0.09
C5 -0.24 -0.34 1.77
H6 -0.48 1.46 0.24
H7 1.81 -0.83 1.12
H8 -0.88 -0.14 -2.29

(5)
Computed, not measured: an isolated molecule of C5H8OS2, with ωB97M-V/def2-TZVPD.

Values from the calculation:
Highest occupied orbital energy (alpha / beta) (eV): -8.4 / -8.4
Orbital gap (alpha / beta) (eV): 7.90 / 7.90
Energy relative to the best compared isomer or geometry (same formula, charge and spin) (kJ/mol): 403.8
Charge: 0

Element x y z (Å)
H1 0.92 1.59 2.40
H2 2.06 1.43 1.12
S1 -0.38 -1.69 -2.61
H3 -0.50 -2.99 0.58
C1 1.14 1.04 1.47
H4 1.13 -0.02 1.68
H5 -0.14 0.82 -1.92
S2 0.48 -2.05 0.29
C2 -0.30 -0.92 -0.88
C3 0.07 1.20 0.36
H6 -0.11 2.27 0.13
C4 0.09 0.39 -0.88
H7 -0.95 0.93 0.83
H8 0.31 -0.70 -3.08
C5 -1.73 -0.94 -0.22
O1 -2.10 -0.35 0.71

(6)
Computed, not measured: a 2-piece molecular cluster, C5H8OSi overall, with ωB97M-V/def2-TZVPD.

Values from the calculation:
Spin multiplicity: 3
Highest occupied orbital energy (alpha / beta) (eV): -4.7 / -9.6
Orbital gap (alpha / beta) (eV): 4.99 / 8.20
Energy relative to the best compared isomer or geometry (same formula, charge and spin) (kJ/mol): 78.4
Charge: 0

Element x y z (Å)
C1 -1.07 1.12 1.22
H1 -1.76 0.37 -0.55
H2 2.81 1.42 -2.31
Si1 0.65 0.78 1.37
C2 -0.90 -1.27 0.66
H3 -1.34 -2.12 0.09
C3 0.25 -1.11 1.24
H4 1.79 -0.06 -2.54
H5 0.96 -1.94 1.41
H6 1.69 1.79 1.60
H7 -2.74 -0.10 0.78
C4 2.35 0.57 -1.82
O1 2.26 0.52 -0.58
H8 -1.53 2.06 1.12
C5 -1.70 0.02 0.53

(7)
Computed, not measured: C5H8S as an isolated structure, with ωB97M-V/def2-TZVPD.

Values from the calculation:
Highest occupied orbital energy (eV): -8.6
Orbital gap (eV): 9.54
Energy relative to the best compared isomer or geometry (same formula, charge and spin) (kJ/mol): 222.9
Charge: 0

Element x y z (Å)
C1 2.20 0.12 -0.48
C2 -0.20 -0.05 0.47
C3 -1.17 1.15 0.14
H1 -0.81 2.16 -0.27
H2 0.74 -0.44 -1.58
H3 -1.73 -1.41 1.20
C4 -1.23 -1.03 0.30
H4 -0.91 -1.96 -0.40
C5 0.93 -0.18 -0.51
H5 2.78 0.35 0.40
H6 2.97 -0.10 -1.26
H7 -1.50 1.53 1.15
S1 -2.25 0.02 -0.73
H8 0.16 -0.17 1.58

(8)
Computed, not measured: an isolated molecule of C5H8S, with ωB97M-V/def2-TZVPD.

Values from the calculation:
Highest occupied orbital energy (eV): -8.6
Orbital gap (eV): 8.07
Energy relative to the best compared isomer or geometry (same formula, charge and spin) (kJ/mol): 536.2
Charge: 0

Element x y z (Å)
H1 0.13 2.08 -0.66
H2 2.04 1.44 -0.35
C1 0.96 1.40 0.14
H3 2.15 -0.94 -0.84
S1 -3.80 -0.18 0.04
C2 1.37 -1.22 -0.05
H4 -2.17 1.46 -0.77
C3 0.26 -0.11 -0.09
H5 0.83 -2.29 -0.62
H6 -1.14 -1.57 0.32
C4 -1.02 -0.45 0.28
H7 1.64 -1.52 1.15
C5 -2.34 0.41 0.02
H8 1.09 1.50 1.43

(9)
Computed, not measured: an isolated molecule of C5H8S, with ωB97M-V/def2-TZVPD.

Values from the calculation:
Highest occupied orbital energy (eV): -8.6
Orbital gap (eV): 9.51
Energy relative to the best compared isomer or geometry (same formula, charge and spin) (kJ/mol): 252.1
Charge: 0

Element x y z (Å)
C1 -1.57 1.26 -0.28
H1 3.73 -1.82 -0.64
C2 2.30 -0.10 0.00
H2 -1.38 -1.61 0.40
H3 -2.57 0.85 -0.34
S1 1.14 1.06 0.34
H4 -0.81 -0.57 1.64
C3 3.04 -0.99 -0.27
C4 -0.49 0.30 -0.24
H5 0.34 -1.41 0.85
C5 -0.64 -0.92 0.65
H6 -0.17 0.10 -1.38
H7 -1.45 2.02 0.43
H8 -1.48 1.83 -1.16

(10)
Computed, not measured: an isolated molecule of C5H8S2, with ωB97M-V/def2-TZVPD.

Values from the calculation:
Highest occupied orbital energy (eV): -8.5
Orbital gap (eV): 9.11
Energy relative to the best compared isomer or geometry (same formula, charge and spin) (kJ/mol): 283.4
Charge: 0

Element x y z (Å)
C1 1.15 0.03 -0.77
H1 -0.29 1.96 1.77
S1 -1.24 -0.92 2.32
H2 1.81 1.74 0.30
C2 -0.05 -0.87 -0.79
C3 -0.10 1.15 1.04
C4 -1.09 0.07 0.80
H3 -0.15 -1.69 2.03
H4 2.01 -0.64 -0.45
H5 1.54 0.54 -1.67
C5 0.97 1.12 0.23
H6 -1.79 0.19 -2.30
H7 -1.99 0.22 0.16
H8 0.20 -1.91 -0.38
S2 -1.00 -1.01 -2.30

(11)
Computed, not measured: an isolated molecule of C5H8S2, with ωB97M-V/def2-TZVPD.

Values from the calculation:
Highest occupied orbital energy (eV): -8.1
Orbital gap (eV): 9.00
Energy relative to the best compared isomer or geometry (same formula, charge and spin) (kJ/mol): 80.2
Charge: 0

Element x y z (Å)
S1 1.86 -0.15 -0.91
H1 1.97 -1.68 1.07
C1 2.36 -0.66 0.79
H2 -0.19 1.33 0.75
S2 -2.33 -1.04 -0.16
H3 -2.52 1.30 0.85
H4 -0.35 -2.21 -1.10
C2 -2.09 0.77 -0.07
C3 0.08 -0.10 -0.75
H5 -2.71 1.27 -0.88
C4 -0.60 1.12 -0.23
H6 2.10 0.02 1.56
H7 3.45 -0.76 0.77
H8 -0.38 2.01 -0.88
C5 -0.65 -1.23 -0.81

(12)
Computed, not measured: C5H9AgO3 as an isolated structure, with ωB97M-V/def2-TZVPD.

Values from the calculation:
Highest occupied orbital energy (alpha / beta) (eV): -6.6 / -6.6
Orbital gap (alpha / beta) (eV): 6.28 / 6.28
Energy relative to the best compared isomer or geometry (same formula, charge and spin) (kJ/mol): 557.5
Charge: 0

Element x y z (Å)
H1 -0.73 2.26 -0.42
H2 1.51 1.56 1.74
H3 -1.12 0.14 -1.70
C1 -0.24 -0.57 -1.66
O1 -1.16 1.32 1.19
C2 1.73 -1.06 -0.06
H4 1.84 1.42 0.03
H5 1.59 -2.11 0.23
H6 0.08 1.00 -1.55
C3 1.11 1.12 0.81
H7 2.80 -0.83 0.03
C4 1.26 -0.85 -1.49
Ag1 -1.23 -1.02 1.08
O2 -0.90 -1.58 -1.11
O3 1.01 -0.29 0.91
H8 1.58 -1.71 -2.11
C5 -0.22 1.75 0.43
H9 1.80 0.01 -1.93